C47H63BrF4GeMgNO3PSi2Te | the ωB97M-V functional and the def2-TZVPD basis

Each line ends with the Mulliken spin population.
Atoms and positions in Å:
1 Te -0.10990 0.42525 1.96622  0.2246
2 Br -2.88713 -2.42890 -2.70138  0.0002
3 Ge -0.80553 -3.74231 0.71141  -0.0003
4 P -1.34496 0.60983 -2.69001  0.0053
5 Si -1.31696 1.75397 4.98446  0.0128
6 Si 1.15052 3.50128 0.97356  0.0240
7 Mg -0.72382 -1.11399 -0.68984  -0.0021
8 F -2.80002 0.94551 -7.60442  0.0000
9 F -3.74618 -1.58277 -7.66868  0.0000
10 F -1.80320 1.94134 -5.36114  0.0000
11 F -3.74520 -3.08565 -5.45928  0.0000
12 O 0.22488 -2.83725 1.92242  -0.0063
13 O 0.03508 -2.91108 -0.90265  0.0336
14 O -1.89992 -2.11574 0.51342  -0.0075
15 N 9.05606 0.18649 -1.40474  0.0251
16 C -4.25407 3.84749 -1.21163  0.0001
17 C -1.99599 3.16983 -1.68947  -0.0052
18 C -2.23913 0.68902 -5.34346  0.0003
19 C 0.90941 -3.62532 -1.79977  -0.0066
20 C 1.48588 3.83300 -0.84014  0.0011
21 C -3.83024 1.68712 -2.17262  0.0034
22 C -3.82977 -0.70396 0.57551  -0.0085
23 C 2.53527 -3.01972 2.53962  0.0002
24 C 1.34890 0.52227 -3.12292  0.0316
25 C 2.34117 -3.18621 -1.53106  0.0033
26 C -3.25035 -1.09561 -6.56000  0.0000
27 C 6.52679 0.10095 -0.86317  0.0542
28 C 1.22938 -0.09782 0.31959  0.0441
29 C 7.93295 0.14802 -1.16413  -0.0095
30 C -0.91084 3.05503 6.25914  0.0130
31 C -3.22111 -2.00273 1.09419  0.0044
32 C 4.62083 -1.11018 -0.05027  0.0419
33 C 0.97206 -4.91852 2.96509  -0.0003
34 C -4.72207 2.63281 -1.69429  0.0002
35 C 5.73078 1.22017 -1.10071  -0.0313
36 C 0.51264 -3.28340 -3.23359  0.0013
37 C 0.35797 2.56812 -3.90025  -0.0026
38 C 2.69025 2.82932 1.81090  0.0231
39 C -2.16471 -0.06885 -4.18516  0.0059
40 C -2.73303 2.34569 3.91037  0.0246
41 C 5.97225 -1.06285 -0.33456  -0.0335
42 C 0.22060 1.32638 -3.27315  -0.0066
43 C 3.80766 0.00171 -0.30008  0.0876
44 C 0.78058 -5.12883 -1.59574  0.0003
45 C -2.70937 -1.35708 -4.23602  -0.0004
46 C 0.20576 1.52600 3.89897  0.2047
47 C 4.37933 1.16920 -0.82179  0.0413
48 C 1.10784 -3.40249 2.90234  0.0203
49 C -2.76427 0.19419 -6.52578  0.0000
50 C -3.23203 -1.86715 -5.40793  -0.0003
51 C 1.59628 2.98722 -4.35477  0.0004
52 C -2.89373 4.11393 -1.20949  0.0003
53 C 2.41383 -0.04435 -0.00709  0.1247
54 C 0.61421 5.07771 1.82087  -0.0001
55 C -3.09336 -1.93942 2.60858  -0.0134
56 C 2.70990 2.16792 -4.21317  0.0001
57 C 2.58609 0.93105 -3.60090  0.0014
58 C -0.33089 2.31058 1.02857  0.0552
59 C -4.08308 -3.19521 0.70187  0.0028
60 C -2.45987 1.94984 -2.17644  0.0015
61 C -1.73386 0.14657 5.83422  0.0024
62 C 0.72927 -2.79912 4.25141  -0.0065
63 H -2.61585 -1.00857 2.90330  0.0205
64 H -4.95197 4.58757 -0.84173  0.0000
65 H 0.36397 -2.20777 -3.36475  0.0002
66 H 2.64798 -1.93401 2.51984  0.0072
67 H -0.28443 -3.09202 4.53052  0.0007
68 H -3.00455 1.63108 3.12758  -0.0104
69 H 6.17421 2.12167 -1.50105  -0.0010
70 H 2.78373 -3.40841 1.55095  -0.0010
71 H -2.52476 5.06210 -0.83915  -0.0002
72 H -0.62799 2.07660 0.00463  -0.0249
73 H 4.18644 -2.00326 0.37466  0.0263
74 H 2.47322 4.28731 -0.96703  0.0004
75 H -3.62443 2.50036 4.52421  -0.0006
76 H 1.39468 5.84118 1.77554  0.0003
77 H 3.24846 -3.43168 3.25763  -0.0009
78 H 0.99968 0.98281 4.41580  -0.0044
79 H -4.74861 -0.46185 1.11406  -0.0007
80 H -2.49205 -2.76741 2.98839  0.0007
81 H 0.77181 -1.70889 4.20167  0.0090
82 H 1.28501 -0.44335 -2.63593  -0.0302
83 H 1.13361 -5.44000 -0.60984  -0.0002
84 H -0.40692 -3.79288 -3.52794  0.0000
85 H 3.57049 3.19134 1.27236  -0.0009
86 H 2.43939 -2.10521 -1.64020  0.0102
87 H -3.13177 0.12649 0.72704  0.0090
88 H -1.19674 2.77020 1.51147  -0.0078
89 H 3.67274 2.49423 -4.58593  -0.0001
90 H -4.07609 -1.98208 3.08397  -0.0006
91 H -4.06842 -3.37591 -0.37316  0.0006
92 H -5.11914 -3.00632 0.99044  -0.0006
93 H -2.73461 0.18460 6.27164  -0.0001
94 H -4.07201 -0.77341 -0.48582  0.0013
95 H 1.30194 -3.58863 -3.92307  0.0000
96 H -0.05719 -5.21693 3.17438  0.0000
97 H 2.74447 1.73917 1.82696  -0.0122
98 H -0.28289 5.48956 1.35087  -0.0001
99 H -1.70029 -0.70921 5.16399  -0.0011
100 H -1.02632 -0.05133 6.64362  -0.0004
101 H 0.75607 4.52696 -1.26665  0.0000
102 H -0.50082 3.20826 -4.04136  -0.0001
103 H -1.77146 3.23062 6.91065  0.0031
104 H 2.63356 -3.45065 -0.51483  -0.0009
105 H 1.28342 -5.39128 2.02960  -0.0001
106 H 3.75683 2.03072 -1.01028  0.0219
107 H -0.25203 -5.46028 -1.71307  0.0001
108 H 1.39072 -5.64510 -2.34036  0.0000
109 H 1.41130 -3.12440 5.04057  0.0005
110 H -4.20850 0.74388 -2.55183  0.0000
111 H 1.69049 3.95232 -4.83561  -0.0001
112 H 0.61212 2.48221 3.56702  0.0027
113 H -0.64614 4.00878 5.79645  0.0001
114 H 0.38593 4.90212 2.87593  -0.0003
115 H 1.45496 2.91394 -1.43275  0.0005
116 H -3.75746 -4.10932 1.20044  -0.0002
117 H -0.07543 2.74426 6.89055  -0.0002
118 H 3.44589 0.28302 -3.48770  -0.0011
119 H -2.49861 3.29864 3.42792  0.0014
120 H 2.77277 3.18216 2.84070  0.0044
121 H -0.93613 3.38756 -1.67414  0.0003
122 H 1.60552 -5.31422 3.76169  0.0000
123 H 3.03425 -3.66640 -2.22540  0.0001
124 H 6.60190 -1.92139 -0.14578  -0.0008
125 H -5.78377 2.42214 -1.70270  0.0000

Atomic forces in eV per Å
-0.103 0.628 1.473
0.034 0.024 0.072
-0.127 -0.059 -0.072
0.145 -0.045 0.179
-0.075 -0.004 -0.075
0.061 -0.007 0.034
0.387 -0.421 -0.135
-0.012 0.237 -0.345
-0.225 -0.210 -0.489
-0.061 0.215 -0.076
-0.082 -0.181 -0.001
0.234 0.164 0.128
-0.089 -0.139 0.044
-0.214 0.025 -0.213
-0.085 -0.002 0.008
-0.042 0.035 0.031
-0.028 -0.017 -0.043
-0.052 -0.223 -0.083
-0.125 0.126 0.044
0.125 0.024 0.014
-0.010 0.025 -0.011
-0.020 0.005 -0.010
0.093 0.000 0.004
0.121 -0.044 -0.023
0.056 0.008 -0.056
0.130 0.053 0.357
0.114 -0.014 -0.025
-0.368 -0.181 -0.988
0.054 0.013 0.004
-0.006 0.067 0.033
0.194 0.112 0.004
0.073 -0.014 0.009
0.094 -0.129 0.101
-0.010 -0.015 -0.007
-0.087 0.009 0.018
0.022 -0.063 -0.138
-0.014 0.032 0.073
0.028 0.008 0.008
0.034 -0.021 0.126
-0.095 -0.001 0.000
-0.084 -0.012 0.024
-0.044 0.039 -0.181
-0.136 0.044 0.009
0.076 -0.100 -0.068
-0.032 -0.003 0.036
0.199 -0.267 -0.343
0.089 -0.019 -0.042
-0.266 0.038 -0.126
0.068 -0.100 0.336
0.084 0.194 0.031
0.000 -0.012 -0.012
0.044 -0.021 -0.026
0.217 0.018 0.261
-0.016 0.030 0.015
-0.048 -0.037 0.138
0.014 0.008 -0.012
-0.034 0.011 -0.008
-0.065 -0.092 -0.138
-0.101 -0.076 -0.024
-0.056 0.017 -0.101
0.005 0.004 0.093
0.006 0.006 0.046
0.076 0.078 0.095
0.012 -0.013 -0.007
0.012 -0.012 0.026
-0.026 0.032 -0.016
-0.008 0.008 -0.014
0.025 -0.033 0.000
0.017 -0.012 -0.002
-0.009 -0.024 0.030
-0.009 0.001 -0.006
0.004 -0.020 0.109
-0.004 0.014 -0.009
-0.047 0.007 -0.031
0.015 0.018 -0.027
-0.013 -0.020 0.000
-0.032 0.026 -0.005
-0.011 0.021 0.036
0.021 -0.035 -0.020
-0.011 -0.010 -0.023
-0.005 0.042 -0.022
-0.060 0.037 0.015
-0.005 0.036 0.010
0.036 0.044 0.070
0.002 -0.007 0.064
0.000 -0.015 -0.026
-0.009 0.012 0.010
0.002 -0.013 -0.007
-0.013 0.000 0.008
0.017 -0.002 -0.052
0.019 0.052 -0.015
0.025 -0.024 0.021
0.032 0.013 0.007
0.033 -0.016 -0.025
-0.023 -0.016 -0.012
0.009 0.023 0.005
-0.005 0.061 -0.008
0.015 0.004 0.014
-0.026 -0.117 -0.146
-0.015 0.019 -0.014
0.061 0.010 0.033
0.049 0.018 0.068
0.029 -0.004 -0.012
-0.046 0.015 -0.012
-0.012 0.032 -0.011
-0.073 0.042 -0.008
0.001 0.028 -0.005
-0.018 0.002 0.028
-0.019 -0.019 -0.047
0.011 0.003 -0.002
-0.004 -0.012 0.013
0.027 -0.003 0.082
-0.007 -0.019 0.004
0.004 0.010 -0.015
0.088 0.015 0.068
0.030 0.020 -0.001
-0.016 0.004 -0.018
-0.011 0.017 -0.007
-0.002 0.000 0.031
-0.015 0.014 -0.012
-0.095 -0.018 -0.091
-0.012 -0.015 -0.028
-0.028 -0.010 0.022
0.008 0.012 0.000
0.020 0.008 0.004

## Properties
Spin multiplicity: 2
Largest force on an atom in eV/A: 1.6
Net charge: +1
ΔE to the lowest compared entry with this formula, charge and spin in kJ/mol: 67.47
HOMO-LUMO gap (alpha / beta) in eV: 6.7 / 6.6
Highest occupied orbital energy (alpha / beta) in Eh: -0.3434 / -0.3882